Computed, not measured: a structure of composition C3H7NO, with ωB97M-V/def2-TZVPD.

Properties
E_tot in Eh: -248.317576
Kohn-Sham gap (alpha / beta) in eV: 8.40 / 8.40
HOMO (alpha / beta) in eV: -8.93 / -8.93
Relative energy (zero: lowest compared OMol25 entry of this formula, charge and spin) in kJ/mol: 548.51
Max |F| in hartree/bohr: 0.0119
Lowest unoccupied orbital energy (alpha / beta) in eV: -0.53 / -0.53
Total charge: 0

```
12
Properties=species:S:1:pos:R:3:mulliken_charge:R:1
C -1.245 -0.205 -0.067 -1.14
C 0.216 0.294 0.028 0.33
N 0.552 1.198 -0.949 -0.13
O -0.031 2.284 -0.594 -0.27
C 1.206 -0.820 0.280 -1.21
H -1.301 -1.044 -0.778 0.30
H -1.939 0.573 -0.397 0.37
H -1.571 -0.570 0.911 0.31
H -0.251 1.625 0.485 0.50
H 1.117 -1.622 -0.468 0.29
H 1.011 -1.261 1.265 0.32
H 2.236 -0.451 0.284 0.32
```

---

Computed, not measured: a structure of composition C10H35BrN13O7Y in a non-equilibrium geometry, with ωB97M-V/def2-TZVPD.

Properties
E_tot in Eh: -4252.794146
Kohn-Sham gap in eV: 7.92
HOMO in eV: -12.63
Relative energy (zero: lowest compared OMol25 entry of this formula, charge and spin) in kJ/mol: 400.81
Max |F| in hartree/bohr: 0.1769
Lowest unoccupied orbital energy in eV: -4.72
Total charge: +2

```
67
Properties=species:S:1:pos:R:3:mulliken_charge:R:1
Y -0.276 0.707 -0.157 1.91
Br -2.434 2.057 1.204 -0.62
C 2.797 -0.824 0.757 0.67
O 1.779 -0.276 0.402 -0.61
N 2.766 -1.925 1.414 -0.35
N 4.029 -0.464 0.515 -0.43
H 1.906 -2.453 1.405 0.08
H 3.669 -2.321 1.636 0.18
H 4.200 0.466 0.158 0.24
H 4.764 -0.986 0.970 0.16
C 1.334 -0.384 -3.086 0.62
O 0.805 -0.005 -2.088 -0.44
N 2.550 -0.103 -3.392 -0.44
N 0.860 -1.236 -3.873 -0.42
H 3.198 0.363 -2.773 0.22
H 3.090 -0.494 -4.150 0.17
H 1.401 -1.656 -4.615 0.18
H -0.061 -1.648 -3.831 0.22
C 1.659 3.111 1.837 0.52
O 1.008 2.259 1.216 -0.44
N 1.041 3.905 2.553 -0.42
N 2.917 3.349 1.704 -0.45
H 1.313 4.728 3.071 0.20
H 0.078 3.621 2.667 0.20
H 3.317 2.942 0.871 0.19
H 3.396 3.813 2.462 0.20
C -2.541 0.682 -2.848 0.57
O -1.997 0.814 -1.786 -0.37
N -3.779 1.044 -3.118 -0.45
N -2.055 0.165 -3.920 -0.32
H -4.285 1.432 -2.334 0.28
H -4.236 0.887 -4.005 0.15
H -2.669 0.067 -4.715 0.18
H -1.133 -0.241 -3.996 -0.05
C -0.140 -0.382 3.352 0.48
O -0.013 0.008 2.183 -0.02
N 0.069 -1.631 3.646 -0.28
N -0.522 0.273 4.353 -0.40
H 0.231 -2.250 2.864 -0.07
H -0.042 -1.941 4.601 0.21
H -0.652 -0.105 5.281 0.18
H -0.801 1.222 4.151 0.27
C 0.344 3.739 -1.929 0.50
O 0.311 2.724 -1.284 -0.45
N 0.362 3.686 -3.239 -0.40
N 0.419 4.929 -1.403 -0.38
H 0.016 4.557 -3.615 0.17
H 0.551 2.805 -3.695 0.19
H 0.609 4.977 -0.412 0.19
H 0.361 5.749 -1.988 0.16
C -3.345 -1.911 -0.159 -1.50
C -2.033 -1.947 0.656 0.54
C -1.816 -3.338 1.243 -0.99
O -0.514 -3.487 1.787 -0.30
C -0.505 -4.552 2.753 -0.97
N -0.945 -1.622 -0.278 -0.04
H -3.212 -2.551 -1.032 0.47
H -3.444 -0.850 -0.387 0.26
H -4.141 -2.154 0.545 0.46
H -2.133 -1.147 1.390 0.05
H -1.999 -4.023 0.416 0.25
H -2.450 -3.408 2.127 0.52
H -1.046 -4.145 3.607 0.41
H 0.521 -4.780 3.042 0.24
H -1.007 -5.430 2.348 0.34
H -0.214 -2.259 0.006 0.17
H -1.230 -2.155 -1.087 0.41
```

---

Computed, not measured: a structure of composition C40H40GeN2O12OsP2S2, with ωB97M-V/def2-TZVPD.

Properties
E_tot in Eh: -6207.576744
Expectation value of S²: 6.01
Kohn-Sham gap (alpha / beta) in eV: 8.44 / 6.70
HOMO (alpha / beta) in eV: -8.72 / -8.70
Relative energy (zero: lowest compared OMol25 entry of this formula, charge and spin) in kJ/mol: 39.55
Max |F| in hartree/bohr: 0.0127
2S+1: 5
Lowest unoccupied orbital energy (alpha / beta) in eV: -0.28 / -2.00
Total charge: 0

```
100
Properties=species:S:1:pos:R:3:mulliken_charge:R:1
Os 1.042 0.564 0.425 2.13
C -5.170 5.510 1.127 -1.44
C -3.792 5.067 1.530 1.19
C -3.507 4.719 2.847 -0.91
C -2.232 4.320 3.218 -0.44
C -1.234 4.258 2.257 -0.64
C -1.490 4.623 0.941 -0.42
C -2.767 5.017 0.588 -1.07
S 0.378 3.715 2.713 1.94
O 0.488 3.851 4.144 -0.69
O 1.333 4.423 1.883 -1.08
N 0.521 2.165 2.277 -0.34
C -0.122 1.154 2.874 0.66
C -0.859 1.084 4.076 -0.84
C -1.379 -0.127 4.449 -0.76
C -1.184 -1.279 3.668 -0.75
C -0.475 -1.157 2.508 -0.60
N 0.037 0.027 2.135 -0.12
H -5.891 5.349 1.929 0.35
H -5.510 4.968 0.245 0.35
H -5.174 6.573 0.878 0.31
H -4.289 4.769 3.595 0.33
H -2.008 4.082 4.248 0.42
H -0.712 4.597 0.195 0.74
H -2.960 5.285 -0.444 0.51
H -0.971 1.970 4.679 0.63
H -1.946 -0.198 5.369 0.43
H -1.595 -2.234 3.959 0.52
H -0.296 -1.981 1.833 0.57
O 2.790 2.747 0.416 -0.45
P 2.886 2.388 -1.137 1.03
O 4.225 2.473 -1.697 -0.72
O 2.234 0.933 -1.121 -0.80
O 1.807 3.317 -1.840 -0.46
P 0.193 2.976 -1.809 0.47
O 0.083 1.868 -2.951 -0.42
O -0.600 4.155 -2.143 -0.74
O -0.020 2.339 -0.428 -0.51
H 2.243 3.494 0.771 0.42
H 0.669 1.109 -2.803 0.26
O -2.272 -0.049 0.374 -0.59
C -1.653 -0.187 -0.644 0.55
O -0.293 -0.344 -0.668 0.81
C -2.246 -0.257 -2.025 -0.28
C -2.526 -1.687 -2.510 -1.54
Ge -1.037 -2.956 -2.752 1.36
C -0.599 -3.834 -1.054 0.68
C -1.453 -3.729 0.043 -0.27
C -1.251 -4.495 1.186 -0.58
C -0.171 -5.361 1.264 -0.51
C 0.693 -5.473 0.184 -0.89
C 0.468 -4.729 -0.965 -0.46
C 0.460 -2.146 -3.710 0.99
C 1.715 -2.758 -3.766 -0.37
C 2.756 -2.197 -4.489 -0.81
C 2.562 -1.010 -5.182 -0.52
C 1.319 -0.399 -5.158 -0.64
C 0.279 -0.969 -4.434 -0.62
C -1.727 -4.412 -3.869 -0.02
C -2.660 -5.305 -3.340 -0.23
C -3.188 -6.328 -4.113 -0.72
C -2.784 -6.478 -5.433 -0.47
C -1.854 -5.602 -5.972 -0.72
C -1.332 -4.576 -5.194 -0.28
H -1.551 0.245 -2.691 -0.21
H -3.174 0.314 -2.004 0.66
H -3.003 -1.618 -3.490 0.60
H -3.256 -2.177 -1.860 0.50
H -2.303 -3.055 0.008 0.18
H -1.944 -4.424 2.016 0.50
H -0.013 -5.955 2.155 0.42
H 1.531 -6.157 0.228 0.42
H 1.129 -4.875 -1.809 0.24
H 1.895 -3.688 -3.242 0.12
H 3.722 -2.686 -4.511 0.41
H 3.377 -0.564 -5.738 0.38
H 1.154 0.527 -5.693 0.41
H -0.685 -0.475 -4.447 0.42
H -2.971 -5.212 -2.303 0.32
H -3.912 -7.012 -3.686 0.40
H -3.192 -7.278 -6.038 0.38
H -1.532 -5.717 -7.000 0.39
H -0.605 -3.898 -5.628 0.33
C 5.000 -0.459 2.526 -1.20
S 4.074 0.872 1.777 0.35
O 2.719 0.144 1.565 -0.38
C 3.835 1.908 3.187 0.76
C 3.178 1.432 4.316 -0.35
C 3.030 2.276 5.399 -0.73
C 3.532 3.573 5.344 -0.50
C 4.170 4.037 4.207 -0.55
C 4.320 3.202 3.107 -0.38
H 4.440 -0.871 3.362 0.36
H 5.951 -0.047 2.860 0.42
H 5.164 -1.210 1.755 0.46
H 2.765 0.430 4.328 0.28
H 2.502 1.935 6.279 0.40
H 3.394 4.234 6.189 0.41
H 4.528 5.056 4.160 0.41
H 4.780 3.559 2.193 0.42
```

---

Computed, not measured: a cluster of 2 separate species, C3H10N2O2 in total in a non-equilibrium geometry, with ωB97M-V/def2-TZVPD.

Properties
E_tot in Eh: -379.971512
Expectation value of S²: 0.76
Kohn-Sham gap (alpha / beta) in eV: 12.05 / 6.31
HOMO (alpha / beta) in eV: -15.45 / -15.04
Relative energy (zero: lowest compared OMol25 entry of this formula, charge and spin) in kJ/mol: 129.22
Max |F| in hartree/bohr: 0.0246
2S+1: 2
Lowest unoccupied orbital energy (alpha / beta) in eV: -3.40 / -8.73
Total charge: +1

```
17
Properties=species:S:1:pos:R:3:mulliken_charge:R:1
O -1.129 -2.047 1.070 -0.42
C -1.255 -1.044 0.420 0.63
N -0.060 -0.310 0.161 0.01
C 1.015 -0.364 1.085 -0.38
N 2.254 -0.067 0.447 -0.49
C -2.544 -0.390 0.057 -0.93
H -0.044 0.496 -0.489 0.30
H 0.951 -1.352 1.584 0.41
H 0.786 0.402 1.857 0.34
H 3.015 -0.543 0.938 0.29
H 2.290 -0.456 -0.487 0.30
H -3.139 -0.301 0.964 0.30
H -3.103 -0.911 -0.729 0.32
H -2.404 0.623 -0.330 0.32
H 1.713 1.966 -1.639 0.34
H 0.658 2.554 -2.655 0.33
O 0.997 1.745 -2.256 -0.67
```